1.
Entry from the Open Molecules 2025 dataset: the ion C12H13N2O with charge +1 at a distorted geometry (wB97M-V/def2-TZVPD).

XYZ file:
```
28
Properties=species:S:1:pos:R:3:forces:R:3:mulliken_charge:R:1
C 3.138 -2.147 -0.313 5.28 0.46 -0.43 -0.14
C 2.027 2.522 0.286 1.90 0.71 0.91 -0.74
C 3.660 -0.814 -0.201 -4.03 -3.25 0.37 -1.37
C 2.963 1.485 0.172 0.57 2.81 -0.58 -0.27
C 1.837 -2.528 -0.306 -1.27 0.35 -0.52 -0.87
C 0.718 2.114 0.196 -2.22 -1.49 0.42 -0.22
C 2.629 0.156 -0.009 1.36 -0.77 -0.25 0.93
C 1.252 -0.194 -0.012 1.08 -0.93 -0.32 0.80
C 0.880 -1.584 -0.204 -2.09 2.32 0.80 0.38
C -1.594 -1.065 -0.128 1.73 -0.56 2.71 0.61
C -2.213 -0.969 1.329 -1.58 0.02 1.68 -1.32
C -2.230 1.143 -1.175 -1.34 -0.15 -0.14 -0.86
N 0.393 0.810 0.112 -1.84 0.29 -0.95 -0.30
N -1.453 -0.041 -1.012 1.55 1.81 0.63 -0.06
O -0.441 -1.979 -0.210 -0.92 0.60 0.28 -0.43
H 3.859 -3.030 -0.472 -0.86 1.71 0.40 0.27
H 2.431 3.581 0.546 -1.28 -1.97 -0.81 0.32
H 4.684 -0.646 -0.064 1.22 0.45 -0.13 0.48
H 3.998 1.868 0.055 -0.53 -0.92 0.44 0.35
H 1.584 -3.538 -0.508 -0.34 -0.74 0.12 0.49
H -0.212 2.689 0.286 0.78 0.53 -0.18 0.47
H -2.411 -1.634 -0.447 -1.45 -1.21 -1.84 0.33
H -1.688 -0.416 2.103 0.97 0.20 -0.44 0.35
H -2.374 -2.007 1.846 0.24 1.72 -1.60 0.36
H -3.234 -0.394 1.366 1.64 -1.35 -0.75 0.35
H -2.949 0.878 -2.025 0.62 0.19 0.99 0.35
H -2.764 1.675 -0.348 0.25 -1.20 -0.22 0.35
H -1.594 1.877 -1.620 0.55 0.35 -0.57 0.41
```
Positions in Å, forces in eV/Å.

LUMO level (alpha / beta): -6.4 / -6.4 eV
E_HOMO (alpha / beta): -11.78 / -11.78 eV
multiplicity: 1
calculated total energy: -17671.040 eV
net charge: +1
molar mass: 201.2 Da

2.
Entry from the Open Molecules 2025 dataset: an isolated molecule of CH4INS at a distorted geometry (wB97M-V/def2-TZVPD).

XYZ file:
```
8
Properties=species:S:1:pos:R:3:forces:R:3:mulliken_charge:R:1
C 0.429 0.899 0.281 1.75 -1.68 -3.74 -0.93
N 0.471 -1.493 -0.837 -2.80 0.17 4.26 -0.48
S -0.271 -0.715 0.576 1.48 -1.61 -3.65 0.17
I -2.572 0.366 0.165 -0.12 -0.45 0.09 -0.08
H 1.531 0.768 0.324 -0.63 0.04 -0.06 0.31
H 0.135 1.615 0.955 -1.06 1.59 1.41 0.42
H 0.124 1.070 -0.830 0.70 0.21 2.14 0.37
H 0.153 -2.509 -0.633 0.68 1.73 -0.47 0.21
```
Positions in Å, forces in eV/Å.

LUMO level (alpha / beta): -1.4 / -1.4 eV
E_HOMO (alpha / beta): -8.92 / -8.92 eV
multiplicity: 1
calculated total energy: -21525.698 eV
net charge: 0
molar mass: 189.0 Da

3.
Entry from the Open Molecules 2025 dataset: a cluster of 2 separate species, C3H12N in total at a distorted geometry (wB97M-V/def2-TZVPD).

XYZ file:
```
16
Properties=species:S:1:pos:R:3:forces:R:3:mulliken_charge:R:1
N -0.473 0.057 2.641 0.54 0.32 0.08 -0.50
H -1.150 -0.704 2.713 -0.40 0.31 -0.03 0.37
H 0.413 -0.385 2.374 0.07 0.30 -0.02 0.38
H -0.712 0.784 1.958 -0.21 -0.49 -0.35 0.35
H -0.367 0.567 3.521 0.01 -0.40 0.29 0.38
C 0.888 1.087 -0.968 -0.48 -0.27 -0.10 -1.07
C 0.456 -0.373 -0.836 0.64 -0.40 0.04 0.27
C -0.707 -0.836 -1.721 0.89 0.41 0.36 -1.21
H 0.996 1.335 -2.024 0.07 0.12 0.06 0.35
H 1.837 1.279 -0.467 -0.03 0.05 0.00 0.33
H 0.113 1.748 -0.556 0.15 0.07 -0.10 0.29
H 0.264 -0.610 0.218 -0.34 0.05 0.14 -0.27
H 1.311 -1.034 -1.034 -0.05 0.22 -0.18 0.31
H -0.934 -1.847 -1.443 -0.49 -0.51 0.10 0.36
H -1.573 -0.190 -1.627 -0.20 -0.01 -0.11 0.33
H -0.362 -0.880 -2.750 -0.17 0.24 -0.18 0.33
```
Positions in Å, forces in eV/Å.

LUMO level: -4.5 eV
E_HOMO: -14.96 eV
multiplicity: 1
calculated total energy: -4788.688 eV
net charge: +1
molar mass: 62.1 Da

4.
Entry from the Open Molecules 2025 dataset: a cluster of 2 separate species, C2H6Cl2O in total at a distorted geometry (wB97M-V/def2-TZVPD).

XYZ file:
```
11
Properties=species:S:1:pos:R:3:forces:R:3:mulliken_charge:R:1
C -0.602 -0.900 0.881 0.17 -0.28 -0.36 -1.12
C -0.265 -1.203 -0.617 -0.70 0.07 1.59 0.19
Cl 0.974 -2.492 -0.692 0.11 0.67 -0.13 -0.16
Cl -1.767 -1.915 -1.300 0.17 0.51 -0.35 -0.17
H -1.005 -1.834 1.308 0.18 0.46 -0.07 0.38
H -1.374 -0.115 0.960 0.29 -0.32 -0.20 0.31
H 0.275 -0.591 1.475 -0.20 -0.12 -0.48 0.32
H 0.020 -0.275 -1.154 -0.02 -1.00 0.00 0.25
O 1.347 3.191 0.093 -0.32 -0.30 -1.16 -0.64
H 1.732 3.576 -0.727 -0.43 -0.43 0.86 0.33
H 0.665 2.558 -0.227 0.74 0.74 0.30 0.31
```
Positions in Å, forces in eV/Å.

LUMO level: 0.4 eV
E_HOMO: -10.91 eV
multiplicity: 1
calculated total energy: -29263.581 eV
net charge: 0
structure (SMILES): CC(Cl)Cl.O
molar mass: 117.0 Da

5.
Entry from the Open Molecules 2025 dataset: a cluster of 7 separate species, C3H20N6O7 in total at a distorted geometry (wB97M-V/def2-TZVPD).

XYZ file:
```
36
Properties=species:S:1:pos:R:3:forces:R:3:mulliken_spin:R:1
O -2.327 -2.370 1.370 -0.77 0.06 0.52 0.00
H -2.537 -1.472 1.113 -0.16 0.41 0.01 0.01
H -1.691 -2.664 0.718 0.74 -0.44 -0.24 0.00
O -3.293 -0.288 -1.710 -0.25 -0.52 -0.94 0.00
H -3.042 0.196 -0.923 0.20 0.33 0.96 0.00
H -3.396 0.385 -2.383 -0.08 0.12 -0.15 0.00
O 1.805 2.427 -1.632 -0.52 0.48 -0.58 -0.21
H 1.896 1.556 -1.244 0.22 -0.54 0.27 0.23
H 2.561 2.915 -1.305 0.33 0.18 0.18 -0.13
O -4.726 1.331 1.763 -1.02 0.36 0.47 0.00
H -4.932 0.799 2.531 -0.14 -0.10 0.13 0.00
H -3.859 1.031 1.488 0.80 -0.08 -0.43 0.00
C -1.258 0.983 0.784 1.58 -0.30 1.00 0.31
O -2.419 0.730 0.666 -4.67 -0.66 -0.51 -0.05
N -0.355 0.370 0.118 0.73 -2.42 -3.54 -0.32
N -0.724 1.688 1.717 1.04 3.82 3.68 0.14
H 0.633 0.579 0.112 0.17 -0.63 -0.08 0.05
H -0.839 -0.346 -0.405 1.21 -0.16 -0.70 -0.01
H 0.242 1.946 1.572 -0.08 0.14 0.53 -0.02
H -1.270 2.226 2.375 0.08 0.00 -0.37 -0.06
C -0.152 -2.584 -1.242 -1.10 -0.02 1.76 0.03
O -0.217 -3.148 -0.163 -0.71 -1.38 0.75 -0.03
N -1.153 -2.392 -2.092 -1.74 -0.33 -1.94 0.00
N 0.909 -1.892 -1.518 3.18 1.17 -1.54 -0.10
H -2.120 -2.612 -1.902 0.37 -0.01 0.25 0.00
H -0.981 -1.830 -2.914 -0.32 -0.05 0.33 0.00
H 1.664 -1.945 -0.849 0.06 0.37 -0.35 0.04
H 1.018 -1.495 -2.440 0.49 0.16 0.47 -0.03
C 3.391 0.544 0.597 -2.30 1.62 -0.62 5.11
O 2.395 0.145 -0.041 0.00 0.37 0.08 -2.44
N 4.551 0.003 0.506 3.85 -3.67 -1.15 -0.05
N 3.516 1.660 1.268 -2.45 2.56 1.50 0.16
H 4.594 -0.597 -0.306 0.57 -0.75 0.51 -0.17
H 5.027 -0.176 1.378 0.52 -0.11 -0.42 -0.35
H 2.720 2.280 1.317 -0.19 0.16 0.35 -0.28
H 4.369 2.018 1.674 0.36 -0.18 -0.21 -0.84
```
Positions in Å, forces in eV/Å.

LUMO level (alpha / beta): 2.9 / 2.8 eV
E_HOMO (alpha / beta): -0.06 / -7.25 eV
multiplicity: 2
calculated total energy: -26710.434 eV
net charge: -1
⟨S²⟩: 0.75
molar mass: 252.2 Da